The following is a quantum chemistry calculation of a 2-piece molecular cluster, C4H12O2 overall at a distorted geometry, from OMol25.

As for the charge: 0. The SMILES is CCO.CCO. Its LUMO energy is 0.71 eV. As for the highest occupied orbital energy: -0.3508 hartree. The calculation puts the HOMO-LUMO gap at 10.26 eV.

Geometry as XYZ:
```
18
C4H12O2, DFT ωB97M-V with the def2-TZVPD basis set
O -1.46 0.26 -1.16
O 1.19 -0.78 -0.36
C 1.03 -1.77 1.74
C -1.47 1.40 -0.31
C -1.19 2.55 -1.28
C 1.34 -2.03 0.25
H 0.92 -2.65 2.37
H 2.02 -0.33 -0.17
H 0.17 -1.11 1.81
H -0.66 -0.18 -0.88
H -0.78 1.16 0.49
H -1.58 3.50 -0.90
H -2.49 1.41 0.06
H 0.61 -2.74 -0.15
H -1.66 2.33 -2.24
H 1.81 -1.14 2.16
H -0.11 2.55 -1.43
H 2.33 -2.42 0.01
```

---

The following is a quantum chemistry calculation of an isolated ion of composition C23H31N2O4 and charge +1 at a distorted geometry, from OMol25.

As for the charge: +1. The SMILES is Cc1cc(C)cc(OC[C@H](O)C[NH+]2CCN(Cc3ccc4c(c3)OCO4)CC2)c1. Its LUMO energy is -2.16 eV. As for the highest occupied orbital energy: -0.3843 hartree. The calculation puts the HOMO-LUMO gap at 8.29 eV.

Geometry as XYZ:
```
60
C23H31N2O4, DFT ωB97M-V with the def2-TZVPD basis set
O 1.05 -2.26 3.33
O -0.45 -3.20 1.87
O 0.46 0.21 -2.47
O 1.29 3.11 -2.40
N -1.31 2.10 -2.18
N -2.81 1.59 0.17
C 1.25 -0.41 -1.48
C 0.63 -3.47 2.73
C 1.78 0.35 -0.44
C 0.75 2.43 -3.51
C -0.82 -1.91 2.11
C -2.61 1.40 -2.25
C 3.09 0.49 1.69
C -0.04 -0.03 3.42
C -1.58 2.35 0.22
C 2.67 -1.67 0.50
C -0.78 2.62 -3.46
C 2.50 -0.29 0.56
C -1.36 3.09 -1.09
C 1.42 -1.78 -1.53
C 2.32 -3.91 -0.60
C 2.14 -2.42 -0.54
C -2.79 0.65 -0.93
C -3.14 0.98 1.46
C 0.09 -1.33 3.00
C 1.13 0.93 -3.50
C -1.88 -1.20 1.62
C -1.12 0.68 2.92
C -2.03 0.13 2.03
H 2.97 -0.05 2.63
H -1.66 3.08 1.03
H -0.61 1.35 -1.92
H 1.65 1.42 -0.42
H -4.05 0.39 1.32
H 0.98 -2.33 -2.35
H -2.60 0.70 -3.08
H 1.46 -3.90 2.16
H 3.09 -4.24 0.10
H 2.63 1.47 1.79
H -0.42 3.64 -1.07
H 0.65 0.40 4.12
H 0.31 -4.18 3.52
H 2.22 0.83 -3.38
H 3.24 -2.15 1.27
H 4.16 0.63 1.53
H -2.59 -1.67 0.96
H 1.39 -4.41 -0.36
H 2.25 3.18 -2.49
H 1.11 2.86 -4.45
H -1.23 2.08 -4.29
H 0.85 0.48 -4.46
H -1.98 -0.10 -0.84
H -0.70 1.71 0.43
H -3.41 2.13 -2.39
H -3.75 0.12 -0.95
H -3.37 1.80 2.15
H 2.61 -4.22 -1.60
H -1.26 1.70 3.24
H -2.19 3.78 -1.28
H -1.02 3.68 -3.55
```

---

The following is a quantum chemistry calculation of one molecule with the formula C16H14ClN3 at a distorted geometry, from OMol25.

As for the charge: 0. The SMILES is C[C@@H](Cl)Cc1cnc2ccc(-c3ccncc3)cc2n1. Its LUMO energy is -1.36 eV. As for the highest occupied orbital energy: -0.3140 hartree. The calculation puts the HOMO-LUMO gap at 7.19 eV.

Geometry as XYZ:
```
34
C16H14ClN3, DFT ωB97M-V with the def2-TZVPD basis set
Cl 5.59 1.88 -2.07
N -7.22 -0.24 1.36
N 2.13 -1.42 -1.71
N 1.32 1.20 0.21
C -6.83 0.14 -0.03
C 6.07 0.35 0.41
C 3.08 -0.37 -1.18
C -2.46 -0.65 -0.12
C -1.25 0.39 0.26
C -4.01 -0.51 0.41
C -6.11 -0.75 2.22
C 2.73 0.92 -0.25
C 3.86 2.02 0.31
C 5.38 1.74 -0.22
C -2.03 -1.94 -1.08
C -0.46 -2.14 -1.60
C -5.29 0.01 -0.51
C 0.33 0.18 -0.25
C 0.76 -1.08 -1.18
C -4.52 -0.93 1.94
H 4.22 -0.52 -1.48
H -6.46 -1.09 3.32
H 3.52 3.13 0.12
H 6.15 -0.49 -0.42
H -1.48 1.34 0.94
H 6.05 2.62 0.23
H -2.88 -2.71 -1.35
H 7.16 0.62 0.77
H 5.48 -0.04 1.36
H -0.20 -3.08 -2.27
H -7.70 0.52 -0.76
H 3.85 1.88 1.50
H -3.74 -1.33 2.75
H -5.05 0.35 -1.63
```

---

Q: Which value of charge does entry 3 give?
A: 0

---

Q: LUMO energy of number 3 (C16H14ClN3)?
A: -1.36 eV

---

Q: Look up the charge of the third one.
A: 0